(1)
ORCA calculation (ωB97M-V/def2-TZVPD) on 9 unconnected molecules or ions with the total composition C48H71F7IN3O32PS at a distorted geometry.

## Properties
**Max |F|**: 0.0536 Eh/bohr
**Orbital gap**: 7.5 eV

Geometry as ORCA input:
```
! wB97M-V def2-TZVPD RIJCOSX def2/J DEFGRID3
* xyz 1 1
C -2.98518 -1.76545 -5.75254
C -2.08850 -1.49032 -4.54385
C -2.74416 -2.03556 -3.25159
C -1.75350 -2.69589 -2.26226
C -1.89600 -4.22355 -2.37791
C -1.93224 -2.17291 -0.81252
C -1.16643 -3.13331 0.13240
C -0.91529 -2.59795 1.54331
O 0.25558 -3.15518 2.14972
C 0.01625 -4.34302 2.76771
C 0.91480 -4.63075 3.92530
O -0.84467 -5.10257 2.40562
C -3.42709 -2.25063 -0.36736
N -3.99801 -0.99122 0.13624
C -4.61984 -0.13020 -0.85632
C -5.42997 0.95769 -0.17592
O -4.90240 1.95524 0.22895
I -7.53686 0.71094 0.07230
C -3.05144 -0.31419 0.88727
N -3.16310 -0.08582 2.14303
C -2.10827 0.70658 2.81653
O -2.63511 1.06582 4.05228
C -1.68759 1.79434 4.84111
O -1.79758 1.50312 6.17138
C -1.47288 0.16234 6.50356
C 0.02422 -0.07542 6.63595
O 0.16112 -1.33860 7.27235
P -4.62410 -0.70593 3.06160
C -5.61416 0.73449 3.54491
C -4.02351 -1.59518 4.53934
N -1.91288 0.17203 0.24027
C -1.40856 -0.72398 -0.81660
S 0.41567 -0.57012 -0.77361
O 1.09416 -1.70011 -1.32787
O 0.88507 -0.18083 0.52255
C 0.83889 0.87538 -1.89042
F -0.17589 1.08554 -2.77046
F 1.92110 0.53505 -2.60202
C 1.05771 2.20407 -1.11660
F 0.84414 3.20085 -2.01143
F 0.12379 2.35561 -0.15812
C 2.50251 2.41255 -0.53896
F 3.14345 1.26574 -0.33234
F 3.21688 3.13722 -1.41963
F 2.41710 3.10670 0.59834
H -3.75978 -1.00398 -5.78289
H -3.49331 -2.71599 -5.69448
H -2.44386 -1.66172 -6.68597
H -1.07315 -1.84881 -4.67531
H -2.05917 -0.40870 -4.43402
H -3.47592 -2.77665 -3.54619
H -3.31090 -1.21760 -2.81575
H -0.75752 -2.46629 -2.62253
H -2.62409 -4.61780 -1.67787
H -0.94831 -4.68915 -2.12489
H -2.12004 -4.52136 -3.39282
H -1.75949 -4.02618 0.25857
H -0.23499 -3.48169 -0.29343
H -1.75875 -2.88941 2.16960
H -0.82805 -1.52015 1.60966
H 0.80734 -3.84335 4.66512
H 1.95066 -4.68646 3.60810
H 0.65370 -5.58830 4.34320
H -4.06761 -2.61810 -1.15978
H -3.51951 -2.95523 0.45083
H -3.93203 0.36417 -1.54835
H -5.29436 -0.73897 -1.44376
H -1.91133 1.59730 2.22637
H -1.20559 0.11526 2.96747
H -1.91381 2.85087 4.72854
H -0.66597 1.62263 4.48294
H -1.94239 -0.06637 7.45137
H -1.85476 -0.55282 5.78261
H 0.43041 -0.16735 5.62489
H 0.49506 0.72218 7.19501
H 0.83261 -1.84618 6.82156
H -6.65763 0.48741 3.41354
H -5.40798 1.52929 2.83022
H -5.39001 1.09863 4.53978
H -4.65523 -2.45286 4.71972
H -4.02679 -0.92565 5.39397
H -2.99580 -1.92676 4.43165
H -2.12026 1.08135 -0.16184
H -1.69799 -0.28326 -1.76935
C 5.11096 5.27902 -2.91386
C 5.79219 4.46098 -3.98675
O 6.52535 5.45289 -4.70794
C 6.74050 6.50977 -3.87538
O 7.46223 7.41448 -4.11507
O 6.01549 6.37162 -2.73634
H 4.98125 4.73492 -1.98314
H 4.14724 5.66904 -3.24121
H 6.49384 3.73107 -3.57624
H 5.09129 3.94987 -4.64312
C 8.25051 3.74502 -6.86655
C 9.42729 4.22678 -7.68569
O 9.76752 3.06033 -8.44453
C 8.66829 2.27259 -8.52963
O 8.57118 1.31781 -9.22404
O 7.69060 2.72719 -7.70370
H 7.52232 4.52363 -6.66757
H 8.55841 3.29214 -5.92101
H 9.15634 5.02890 -8.37371
H 10.26905 4.54886 -7.07898
C 3.33399 -3.15457 -0.24081
C 3.63925 -3.31612 -1.71448
O 4.11984 -4.66449 -1.78201
C 3.62044 -5.34264 -0.72479
O 3.69392 -6.51626 -0.56704
O 3.02135 -4.49594 0.15076
H 2.49429 -2.49480 -0.04476
H 4.19974 -2.81375 0.33067
H 2.74770 -3.22772 -2.33785
H 4.39606 -2.62432 -2.07432
C -3.84023 5.49767 1.61820
C -5.09692 6.34064 1.64552
O -6.11186 5.36094 1.89288
C -5.54026 4.30201 2.49770
O -6.13650 3.39531 2.98270
O -4.18748 4.40461 2.47860
H -2.96519 6.01912 1.99690
H -3.62259 5.10515 0.62286
H -5.09952 7.06344 2.46229
H -5.28641 6.85936 0.71007
C 2.40968 3.27933 10.88494
C 3.02462 1.92544 10.60222
O 1.90694 1.18311 10.10149
C 1.00323 2.06079 9.61066
O 0.04377 1.75629 8.97885
O 1.33893 3.33010 9.93439
H 3.09853 4.10493 10.72913
H 1.99032 3.34786 11.88965
H 3.79317 1.96809 9.82854
H 3.43578 1.44686 11.48658
C -6.45715 -4.14967 -5.26718
C -7.90833 -3.74405 -5.11934
O -7.85459 -2.82687 -4.01610
C -6.60965 -2.32877 -3.94575
O -6.27648 -1.42672 -3.24040
O -5.76989 -2.98900 -4.77186
H -6.17125 -4.35393 -6.29523
H -6.19313 -5.00611 -4.64497
H -8.28838 -3.21644 -5.99467
H -8.56639 -4.57739 -4.89173
C 0.79376 5.01568 -6.25886
C 1.56469 4.96175 -4.95624
O 2.71371 5.76089 -5.24705
C 2.39103 6.61316 -6.26444
O 3.06680 7.51168 -6.62297
O 1.18887 6.27822 -6.79581
H -0.28385 4.98105 -6.12057
H 1.09109 4.22808 -6.95371
H 1.01862 5.41713 -4.12705
H 1.86130 3.95280 -4.67657
C 5.36556 -7.37886 3.48976
C 4.33773 -7.42493 2.38134
O 3.12102 -7.65821 3.10210
C 3.29083 -7.21338 4.36360
O 2.41419 -7.08394 5.15440
O 4.58878 -6.90348 4.59800
H 6.18735 -6.69865 3.28253
H 5.77042 -8.36234 3.73392
H 4.25235 -6.48056 1.84799
H 4.51396 -8.21907 1.66262
*
```



(2)
ORCA calculation (ωB97M-V/def2-TZVPD) on a single BrH2OP molecule at a distorted geometry.

## Properties
**Max |F|**: 0.0407 Eh/bohr
**SMILES string**: OPBr
**Orbital gap**: 9.9 eV
**Energy above the lowest of the compared OMol25 structures with the same formula, charge and spin**: 0.0000 eV

Geometry as ORCA input:
```
! wB97M-V def2-TZVPD RIJCOSX def2/J DEFGRID3
* xyz 0 1
O -1.04434 0.56750 0.28009
P -0.07071 -0.83943 0.19447
Br 2.01056 0.03378 -0.15949
H -0.54615 1.24561 0.81796
H -0.34936 -1.00746 -1.13303
*
```



(3)
ORCA calculation (ωB97M-V/def2-TZVPD) on a molecular structure, C31H46N6O4PS2Ti at a distorted geometry.

## Properties
**Max |F|**: 0.0196 Eh/bohr
**Orbital gap (spin up / spin down)**: 6.7 / 7.5 eV
**Energy above the lowest of the compared OMol25 structures with the same formula, charge and spin**: 1.4295 eV

Geometry as ORCA input:
```
! wB97M-V def2-TZVPD RIJCOSX def2/J DEFGRID3
* xyz 0 2
Ti 0.64474 0.10853 0.12904
O 2.23717 4.07061 0.76453
C 1.21876 4.89422 0.44065
C 1.47503 6.26624 0.49801
C 0.48251 7.17192 0.19433
C -0.78722 6.72710 -0.17198
C -1.03547 5.37212 -0.23066
C -0.04571 4.42953 0.06856
C -0.36053 2.97346 -0.01232
O 0.59943 2.11186 0.21379
N -1.57395 2.66726 -0.31064
N -1.82450 1.28732 -0.37585
C -3.08243 1.13034 -0.51196
S -4.22152 2.47858 -0.49356
C -5.66746 1.47853 -0.92086
C -5.47525 0.08967 -0.34257
S -3.81142 -0.44621 -0.79430
H 1.90425 3.15381 0.67841
H 2.46782 6.58348 0.78881
H 0.69479 8.23287 0.24288
H -1.57025 7.43442 -0.40938
H -2.01152 5.00665 -0.51685
H -5.77669 1.42870 -2.00431
H -6.54466 1.96864 -0.49824
H -6.18122 -0.62870 -0.76003
H -5.57634 0.10394 0.74331
C 3.96597 1.87903 1.99302
C 4.80859 0.65827 1.60447
C 6.26978 1.10148 1.46574
C 4.70142 -0.31118 2.79308
P 4.04802 -0.14770 0.08198
N 2.49265 -0.21539 0.24728
C 4.48937 0.85010 -1.44949
C 3.58134 0.41703 -2.61436
C 5.95184 0.77824 -1.90600
C 4.14321 2.32344 -1.18871
C 4.76635 -1.89000 -0.07899
C 4.39040 -2.44255 -1.46365
C 4.06655 -2.78587 0.96623
C 6.28361 -2.04572 0.08894
H 4.28600 2.21534 2.98304
H 2.90883 1.61922 2.05152
H 4.08379 2.71817 1.31562
H 6.60657 1.47198 2.43863
H 6.38883 1.91790 0.75562
H 6.94187 0.29696 1.17387
H 4.94217 0.24744 3.70096
H 5.39961 -1.14146 2.73157
H 3.69049 -0.70563 2.90042
H 3.84751 -0.54433 -3.04214
H 3.67090 1.16845 -3.40350
H 2.53589 0.35912 -2.31532
H 6.23169 -0.20623 -2.27212
H 6.65890 1.07103 -1.13092
H 6.07695 1.47661 -2.73850
H 3.09835 2.44561 -0.90532
H 4.29633 2.87424 -2.12039
H 4.76437 2.79229 -0.42987
H 3.34197 -2.28719 -1.71556
H 4.58483 -3.51888 -1.46389
H 4.99300 -2.01101 -2.25911
H 3.09117 -2.38739 1.23817
H 4.65573 -2.88978 1.87435
H 3.92900 -3.78722 0.55090
H 6.86069 -1.44851 -0.61354
H 6.53388 -3.09518 -0.09489
H 6.62073 -1.81036 1.09635
O -0.18643 -1.23844 1.35219
C -0.28675 -2.16566 0.40048
C 0.53652 -3.46236 0.54433
C 0.94971 -3.76013 -0.89006
C 0.73632 -2.43050 -1.63051
O 1.19438 -2.19237 -2.73029
N -0.02950 -1.58962 -0.86830
H -0.01176 -4.26929 1.02949
H 1.38709 -3.21031 1.17095
H 0.31443 -4.51450 -1.36375
H 1.97933 -4.09201 -1.01066
N -5.54270 -4.44348 0.73350
C -4.32318 -3.84514 0.62171
C -3.74232 -3.18931 1.71715
C -2.49768 -2.63158 1.57953
N -1.83492 -2.69534 0.42325
C -2.36534 -3.30219 -0.63725
C -3.60125 -3.89410 -0.57764
H -6.12558 -4.21405 1.51924
H -6.03020 -4.72491 -0.09882
H -4.26065 -3.11684 2.66352
H -1.98082 -2.09600 2.36458
H -1.77379 -3.26080 -1.54214
H -4.01041 -4.37127 -1.45758
*
```